Record 1
DFT (ωB97M-V/def2-TZVPD) results for an isolated molecule of C6H7N.

Energy above the lowest of the compared OMol25 structures with the same formula, charge and spin in kJ/mol: 951.8
HOMO energy (spin up / spin down) in hartree: -0.2882 / -0.3342
Kohn-Sham gap (spin up / spin down) in eV: 6.89 / 8.44
LUMO (spin up / spin down) in eV: -0.95 / -0.66
Net charge: 0

Element x y z (Å)
C  -0.80  0.63  -0.21
C  -2.26  0.59  -0.37
C  0.41  0.56  -0.58
C  -1.82  0.37  0.99
C  -1.79  -0.98  1.70
C  2.69  0.34  -1.74
N  2.03  0.43  -0.50
H  -1.72  1.29  1.62
H  -2.68  -1.34  2.13
H  -0.96  -0.88  2.33
H  -1.67  -1.66  0.86
H  2.17  0.87  -2.55
H  2.55  -0.68  -1.98
H  3.83  0.46  -1.69

Record 2
DFT (ωB97M-V/def2-TZVPD) results for a structure of composition C8H5BiCl2NO3V.

Spin multiplicity: 3
Expectation value of S²: 2.039
Energy above the lowest of the compared OMol25 structures with the same formula, charge and spin in kJ/mol: 428.8
HOMO energy (spin up / spin down) in hartree: -0.8335 / -0.8336
Kohn-Sham gap (spin up / spin down) in eV: 2.77 / 3.46
LUMO (spin up / spin down) in eV: -19.91 / -19.22
Net charge: +4

Element x y z (Å)
V  2.71  1.58  -2.45
Bi  0.63  0.04  -0.82
Cl  3.37  -0.41  -1.64
Cl  0.56  2.49  -0.33
C  1.70  -0.06  1.29
C  3.14  1.63  -4.30
C  3.83  3.08  -2.71
O  1.85  -0.04  2.44
O  3.60  1.74  -5.37
O  4.50  3.97  -3.02
C  -3.27  -1.72  2.21
C  -2.81  -2.39  1.07
C  -1.71  -1.91  0.36
N  -1.17  -0.69  0.65
C  -1.59  0.00  1.74
C  -2.63  -0.52  2.53
H  -4.04  -2.14  2.85
H  -3.26  -3.32  0.74
H  -1.36  -2.40  -0.55
H  -1.11  0.96  1.95
H  -2.94  0.11  3.37

Record 3
DFT (ωB97M-V/def2-TZVPD) results for a cluster of 2 separate species, C8H18Cl2O3S in total.

HOMO energy in hartree: -0.3798
Kohn-Sham gap in eV: 10.83
LUMO in eV: 0.50
Net charge: 0

Element x y z (Å)
C  2.32  0.94  1.00
C  2.70  -0.32  1.78
C  1.54  -1.29  1.96
C  0.92  -1.79  0.64
C  -0.23  -0.98  0.06
C  -1.43  -0.84  0.99
O  -2.63  -1.37  0.36
S  -3.73  -0.32  -0.11
O  -3.07  0.74  -0.81
O  -4.02  0.27  1.40
H  3.09  1.71  1.11
H  1.40  1.35  1.41
H  2.19  0.75  -0.06
H  3.55  -0.83  1.32
H  3.03  0.00  2.77
H  0.80  -0.84  2.62
H  1.93  -2.17  2.48
H  0.58  -2.82  0.79
H  1.72  -1.84  -0.10
H  -0.59  -1.49  -0.83
H  0.12  0.00  -0.26
H  -1.28  -1.44  1.89
H  -1.57  0.20  1.29
H  -4.82  0.80  1.31
Cl  -0.30  2.75  -1.24
C  -0.43  2.21  -2.93
C  -0.38  0.71  -3.05
Cl  1.22  0.08  -2.61
H  0.37  2.68  -3.49
H  -1.39  2.58  -3.31
H  -0.58  0.42  -4.08
H  -1.12  0.24  -2.40

Record 4
DFT (ωB97M-V/def2-TZVPD) results for an isolated molecule of C2H4N2OS2.

Energy above the lowest of the compared OMol25 structures with the same formula, charge and spin in kJ/mol: 307.9
HOMO energy in hartree: -0.3112
Kohn-Sham gap in eV: 8.66
LUMO in eV: 0.19
SMILES: C=NSC(=S)NO
Net charge: 0

Element x y z (Å)
C  -2.33  -0.90  -0.27
N  -1.15  -0.48  -0.44
S  0.06  -1.20  0.47
C  1.49  -0.35  -0.01
S  2.95  -1.17  -0.15
N  1.47  1.00  -0.15
O  0.40  1.77  0.21
H  -2.61  -1.59  0.58
H  -3.14  -0.47  -0.90
H  2.26  1.53  -0.49
H  0.58  1.87  1.15

Looking at E_tot for the records above, in order, we have -7815.782, -72528.317, -50610.271, -28833.892 eV.